Density functional theory data (the ωB97M-V functional and the def2-TZVPD basis) for an isolated molecule of HI2PS2.

Spin multiplicity = 1
Total energy = -1733.76175 Ha
F_max = 0.5 eV/A
ΔE to the lowest compared entry with this formula, charge and spin = 0.00 kJ/mol
SMILES = SP(I)SI
HOMO energy = -0.3315 hartree

Last column: Löwdin charge in e.
Cartesian coordinates (Å):
P  0.14212  -0.02309  0.50046  -0.33
S  1.86139  -0.29887  -0.67607  0.24
S  -1.14919  -1.00713  -0.84816  -0.30
I  -0.41723  2.36675  0.21602  0.24
I  -3.11661  -1.05685  0.48109  0.35
H  2.67952  0.01920  0.32666  -0.19

Density functional theory data (the ωB97M-V functional and the def2-TZVPD basis) for an isolated molecule of C3H3N3 in a non-equilibrium geometry.

Spin multiplicity = 1
Total energy = -280.20902 Ha
F_max = 3.9 eV/A
ΔE to the lowest compared entry with this formula, charge and spin = 450.96 kJ/mol
HOMO energy (spin up / spin down) = -0.3955 / -0.3035 hartree

Last column: Löwdin charge in e.
Cartesian coordinates (Å):
N  0.66448  0.07122  -1.09610  0.10
C  0.05664  -0.05156  0.83682  -0.07
C  -0.13201  0.96222  -0.19854  -0.51
N  -0.65256  2.05660  -0.28993  0.27
C  -0.91334  -1.04793  1.13161  -0.25
N  -1.70173  -1.87955  1.31910  0.14
H  1.59608  0.35280  -1.39949  0.10
H  0.15989  -0.46662  -1.79837  0.10
H  0.92254  0.00280  1.49489  0.11

Density functional theory data (the ωB97M-V functional and the def2-TZVPD basis) for an isolated molecule of C20H22N2O2S.

Spin multiplicity = 1
Total energy = -1433.53008 Ha
F_max = 1.0 eV/A
ΔE to the lowest compared entry with this formula, charge and spin = 92.90 kJ/mol
SMILES = CC(C)OCCCNC(=O)c1cc(-c2cccs2)nc2ccccc12
HOMO energy = -0.2997 hartree

Last column: Löwdin charge in e.
Cartesian coordinates (Å):
C  3.61906  -0.05944  2.97180  -0.04
H  2.81268  -0.47745  3.56941  0.09
H  4.43877  -0.77316  2.94045  0.07
H  3.97509  0.85137  3.44460  0.08
C  3.10758  0.25534  1.56528  -0.44
C  2.00556  1.31065  1.60804  -0.03
H  1.67779  1.56322  0.60236  0.06
H  2.36825  2.21136  2.09416  0.08
H  1.15310  0.92628  2.16189  0.09
O  2.54729  -0.88607  0.93334  -0.16
C  3.46918  -1.84759  0.46293  -0.22
C  2.72936  -2.88188  -0.38548  -0.14
H  3.41590  -3.69842  -0.61122  0.12
H  1.89609  -3.27735  0.19672  0.12
C  2.19836  -2.29477  -1.69294  -0.16
N  1.17567  -1.30910  -1.43536  0.07
C  -0.04806  -1.35331  -2.00230  -0.46
O  -0.36593  -2.13770  -2.87374  0.08
C  -0.99346  -0.33827  -1.42990  -0.05
C  -2.20593  -0.76598  -0.96041  0.04
C  -3.08946  0.16045  -0.35454  -0.28
N  -2.78851  1.43433  -0.21786  0.17
C  -1.62242  1.88793  -0.70497  -0.21
C  -1.34102  3.26533  -0.57447  -0.01
C  -0.18446  3.78673  -1.08118  -0.08
C  0.73436  2.96133  -1.74752  -0.09
C  0.49854  1.61910  -1.87782  -0.04
C  -0.67154  1.04312  -1.34575  -0.10
H  1.19898  0.99084  -2.40785  0.11
H  1.63223  3.39533  -2.16280  0.10
H  0.02595  4.84178  -0.98482  0.10
H  -2.07297  3.88234  -0.07768  0.11
C  -4.37271  -0.26055  0.15983  -0.46
C  -5.32895  0.53268  0.73891  -0.11
C  -6.47463  -0.18124  1.13075  -0.18
C  -6.38335  -1.50930  0.84928  -0.41
S  -4.89663  -1.91580  0.09844  1.05
H  -7.10388  -2.28067  1.03720  0.06
H  -7.33082  0.26880  1.60075  0.10
H  -5.18987  1.59003  0.86565  0.11
H  -2.48278  -1.80678  -1.03803  0.10
H  1.33797  -0.73649  -0.61618  0.12
H  1.75117  -3.07325  -2.31731  0.12
H  3.02279  -1.83251  -2.25133  0.13
H  3.95961  -2.35371  1.30650  0.12
H  4.24898  -1.35225  -0.13753  0.13
H  3.94704  0.62467  0.95067  0.14